# 1
Molecular formula: C25H59N5O15PS5
Method: DFT, ωB97M-V with the def2-TZVPD basis set

Computed properties:
**E_tot**: -128498.1375 eV
**Gap between HOMO and LUMO**: 8.13 eV
**Total charge**: +1
**Max |F|**: 2.7 eV/Å
**Lowest unoccupied orbital energy**: -3.806 eV

Bonds (Å) are listed after each position.
Cartesian coordinates (Å):
1 H -5.806 1.058 1.939  C67 1.099
2 H 8.194 2.183 -3.862  C78 1.087
3 C -3.080 -2.863 -1.880  H15 1.088, S34 1.766, H41 1.090, H54 1.088
4 O -4.743 -9.329 -6.739  S102 1.431
5 S 1.574 2.769 3.974  C27 1.839, H28 1.367
6 N -2.802 2.094 1.683  H38 1.019, C50 1.308, P93 1.784
7 H -3.071 -5.466 -6.869  C33 1.091
8 H -2.684 -7.161 -3.120  C20 1.089
9 H 3.409 0.571 3.055  C46 1.103
10 O 0.064 2.856 -0.039  C30 1.425, C86 1.320
11 H 3.168 8.727 4.230  C25 1.091
12 H -1.286 -0.713 3.151  C66 1.100
13 H 0.659 0.866 -0.460  C30 1.102
14 H 4.329 1.993 0.587  C24 1.103
15 H -4.077 -2.900 -2.312  C3 1.088
16 H -7.287 -10.375 -6.019  C76 1.088
17 O 1.162 7.965 5.825  S82 1.596, C108 1.441
18 O -3.050 -5.354 -2.249  C20 1.446, S34 1.590
19 H 3.658 2.149 -3.143  C23 1.091
20 C -2.672 -6.743 -2.114  H8 1.089, O18 1.446, H55 1.092, C68 1.515
21 O -5.541 -8.569 -4.501  S102 1.434
22 H -5.825 0.222 0.338  C67 1.101
23 C 3.487 2.931 -3.884  H19 1.091, H39 1.072, C62 1.515, H63 1.092
24 C 3.548 1.367 1.050  H14 1.103, C46 1.567, H65 1.109, O105 1.436
25 C 3.401 8.820 5.292  H11 1.091, H77 1.090, H90 1.090, C108 1.516
26 O 5.875 3.501 -3.799  S31 1.601, C62 1.440
27 C 0.567 1.636 2.934  S5 1.839, C47 1.567, N53 1.478, H71 1.103
28 H 1.640 2.155 5.193  S5 1.367
29 O -1.384 -4.444 -0.676  S34 1.435
30 C 0.265 1.500 0.352  O10 1.425, H13 1.102, C47 1.548, N89 1.478
31 S 6.466 3.034 -5.212  O26 1.601, C78 1.764, O79 1.432, O83 1.432
32 H 8.703 2.462 -5.547  C78 1.088
33 C -3.734 -6.317 -7.032  H7 1.091, C40 1.517, H85 1.090, H100 1.090
34 S -2.774 -4.377 -1.024  C3 1.766, O18 1.590, O29 1.435, O59 1.432
35 H -0.936 6.405 6.671  C107 1.087
36 H 4.426 4.524 -2.805  C62 1.090
37 H -4.669 -0.270 1.592  C67 1.102
38 H -3.153 2.656 2.457  N6 1.019
39 H 2.504 3.337 -3.748  C23 1.072
40 C -4.999 -6.169 -6.208  C33 1.517, H61 1.093, H94 1.090, O106 1.436
41 H -3.017 -2.055 -1.151  C3 1.090
42 H 4.403 4.777 -4.543  C62 1.092
43 H -8.046 -8.793 -5.686  C76 1.087
44 H 4.794 3.202 3.963  C56 1.101
45 H 6.054 2.259 4.831  C56 1.100
46 C 4.208 0.702 2.305  H9 1.103, C24 1.567, C49 1.554, H81 1.105
47 C 1.244 1.374 1.545  C27 1.567, C30 1.548, H58 1.102, O105 1.417
48 H -0.987 -2.893 1.147  C69 1.099
49 C 5.454 1.460 2.844  C46 1.554, H52 1.101, C56 1.568, H74 1.100
50 C -1.560 1.696 1.778  N6 1.308, N53 1.392, N89 1.407
51 O 1.562 6.630 7.862  S82 1.431
52 H 6.267 0.744 3.037  C49 1.101
53 N -0.830 2.117 2.886  C27 1.478, C50 1.392, H103 1.022
54 H -2.325 -2.735 -2.653  C3 1.088
55 H -1.648 -6.820 -1.745  C20 1.092
56 C 5.156 2.189 4.199  H44 1.101, H45 1.100, C49 1.568, H80 1.101
57 C -0.598 -3.032 3.258  C69 1.553, H91 1.104, H95 1.099, H109 1.108
58 H 1.607 0.334 1.565  C47 1.102
59 O -3.796 -4.550 -0.036  S34 1.432
60 O -3.372 1.014 -0.907  H84 0.969, P93 1.663
61 H -4.777 -6.160 -5.138  C40 1.093
62 C 4.532 4.021 -3.766  C23 1.515, O26 1.440, H36 1.090, H42 1.092
63 H 3.523 2.460 -4.869  C23 1.092
64 H 8.532 3.848 -4.434  C78 1.087
65 H 3.306 0.607 0.279  C24 1.109
66 C -1.605 -1.018 2.143  H12 1.100, C69 1.576, N73 1.451, H88 1.108
67 C -5.189 0.598 1.155  H1 1.099, H22 1.101, H37 1.102, P93 1.872
68 C -3.635 -7.517 -1.237  C20 1.515, H72 1.090, H75 1.090, H104 1.090
69 C -1.496 -2.588 2.072  H48 1.099, C57 1.553, C66 1.576, H96 1.101
70 H -0.386 5.955 5.025  C107 1.088
71 H 0.564 0.684 3.492  C27 1.103
72 H -4.660 -7.384 -1.583  C68 1.090
73 N -0.813 -0.474 1.056  C66 1.451, N89 1.427, H92 1.013
74 H 5.821 2.204 2.121  C49 1.100
75 H -3.391 -8.579 -1.249  C68 1.090
76 C -7.304 -9.319 -6.281  H16 1.088, H43 1.087, H99 1.087, S102 1.763
77 H 4.065 9.672 5.437  C25 1.090
78 C 8.147 2.868 -4.705  H2 1.087, S31 1.764, H32 1.088, H64 1.087
79 O 5.952 1.735 -5.528  S31 1.432
80 H 4.373 1.636 4.739  C56 1.101
81 H 4.516 -0.316 2.005  C46 1.105
82 S 1.405 6.513 6.445  O17 1.596, O51 1.431, C107 1.765, O110 1.433
83 O 6.355 4.120 -6.139  S31 1.432
84 H -4.132 0.690 -1.413  O60 0.969
85 H -3.192 -7.223 -6.763  C33 1.090
86 C 0.763 3.134 -1.123  O10 1.320, N101 1.154
87 H 2.348 9.028 7.174  C108 1.092
88 H -2.686 -0.796 2.045  C66 1.108
89 N -1.029 0.902 0.746  C30 1.478, C50 1.407, N73 1.427
90 H 3.938 7.919 5.586  C25 1.090
91 H -1.092 -2.804 4.218  C57 1.104
92 H -0.843 -1.041 0.217  N73 1.013
93 P -4.008 1.833 0.393  N6 1.784, O60 1.663, C67 1.872
94 H -5.478 -5.219 -6.446  C40 1.090
95 H -0.308 -4.088 3.175  C57 1.099
96 H -2.496 -3.046 2.118  C69 1.101
97 H -0.190 4.809 6.378  C107 1.088
98 H 1.658 9.938 5.840  C108 1.089
99 H -7.502 -9.202 -7.344  C76 1.087
100 H -3.972 -6.384 -8.093  C33 1.090
101 N 1.393 3.122 -2.089  C86 1.154
102 S -5.709 -8.660 -5.923  O4 1.431, O21 1.434, C76 1.763, O106 1.601
103 H -0.881 3.138 2.926  N53 1.022
104 H -3.594 -7.173 -0.203  C68 1.090
105 O 2.399 2.173 1.358  C24 1.436, C47 1.417
106 O -5.964 -7.190 -6.506  C40 1.436, S102 1.601
107 C -0.196 5.859 6.092  H35 1.087, H70 1.088, S82 1.765, H97 1.088
108 C 2.132 8.993 6.104  O17 1.441, C25 1.516, H87 1.092, H98 1.089
109 H 0.341 -2.444 3.270  C57 1.108
110 O 2.369 5.816 5.647  S82 1.433

# 2
Molecular formula: C25H60Cl10O15S5
Method: DFT, ωB97M-V with the def2-TZVPD basis set

Computed properties:
**E_tot**: -236996.6255 eV
**Gap between HOMO and LUMO (spin up / spin down)**: 9.81 / 2.60 eV
**Total charge**: +1
**Max |F|**: 3.7 eV/Å
**Spin multiplicity**: 2
**Lowest unoccupied orbital energy (spin up / spin down)**: -2.326 / -9.540 eV

Bonds (Å) are listed after each position.
Cartesian coordinates (Å):
1 C 0.036 -0.814 -0.804  H9 1.090, C17 1.514, H66 1.090, Cl88 1.762
2 H -4.233 0.416 -1.666  C86 1.090
3 C 3.129 3.379 4.289  H27 1.090, O49 1.424, H60 1.090, C95 1.584
4 C -4.169 -5.897 -0.677  Cl10 1.779, H11 1.090, H98 1.090, C106 1.539
5 H -5.774 1.147 -0.931  C86 1.090
6 H -2.323 6.026 3.310  C24 1.090
7 C 0.097 3.243 2.975  S14 1.885, H65 1.090, H83 1.090, H104 1.090
8 H -1.626 -2.128 5.007  C39 1.090
9 H 0.466 -0.698 0.191  C1 1.090
10 Cl -2.729 -4.935 -0.272  C4 1.779
11 H -5.010 -5.232 -0.476  C4 1.090
12 Cl -2.855 -7.538 -2.505  C106 1.846
13 H 2.803 4.950 5.869  C95 1.090
14 S 1.634 2.325 2.385  C7 1.885, O48 1.499, O49 1.671, O50 1.473
15 H -2.060 -0.739 -0.135  C17 1.090
16 O -5.363 -0.098 -4.275  S59 1.413
17 C -1.363 -1.378 -0.678  C1 1.514, H15 1.090, Cl34 1.816, H101 1.090
18 H -3.878 6.590 3.895  C24 1.090
19 S 4.837 -4.677 -3.139  C22 1.798, O41 1.470, O92 1.617, O105 1.483
20 H -4.187 4.388 -2.388  C40 1.090
21 H 7.011 -3.765 0.197  C107 1.090
22 C 3.723 -3.373 -3.679  S19 1.798, H61 1.090, H99 1.090, H102 1.090
23 H -3.395 1.600 -3.231  C75 1.090
24 C -3.307 5.696 3.643  H6 1.090, H18 1.090, C67 1.536, H113 1.090
25 H -3.266 3.058 -1.544  C40 1.090
26 H -5.148 -6.824 -2.363  C106 1.090
27 H 3.509 4.102 3.568  C3 1.090
28 H -2.877 -1.246 2.943  C111 1.090
29 Cl 0.245 -3.702 -4.709  C81 1.803
30 C -1.495 -1.655 -5.607  Cl33 1.841, H62 1.090, C81 1.548, H87 1.090
31 H -5.303 0.901 2.419  C109 1.090
32 H 5.208 -2.141 -1.598  C70 1.090
33 Cl -0.370 -0.338 -4.983  C30 1.841
34 Cl -2.122 -1.838 -2.263  C17 1.816
35 H 5.186 -4.149 3.923  C46 1.090
36 O 6.971 -1.306 3.162  S57 1.440
37 H 1.818 4.987 -4.960  C56 1.090
38 C 3.922 -0.753 0.989  H44 1.090, H84 1.090, H100 1.090, C110 1.560
39 C -1.415 -1.147 4.582  H8 1.090, H52 1.090, Cl68 1.790, C111 1.567
40 C -3.487 3.558 -2.487  H20 1.090, H25 1.090, C75 1.576, H82 1.090
41 O 6.076 -4.554 -3.922  S19 1.470
42 H -4.948 4.652 2.623  C67 1.090
43 H -5.781 -0.555 -1.319  C86 1.090
44 H 3.670 -1.699 0.510  C38 1.090
45 H 0.176 -2.536 -6.750  C81 1.090
46 C 6.220 -3.810 3.845  H35 1.090, S57 1.814, H72 1.090, H94 1.090
47 O 5.553 -1.589 5.255  S57 1.495
48 O 1.145 0.961 2.000  S14 1.499
49 O 2.468 2.205 3.828  C3 1.424, S14 1.671
50 O 2.510 3.067 1.463  S14 1.473
51 Cl -0.894 -2.496 2.286  C111 1.840
52 H -2.017 -0.431 5.142  C39 1.090
53 O -7.433 0.766 -3.360  S59 1.454
54 O 4.549 -2.027 2.867  S57 1.723, C110 1.446
55 O -5.113 2.945 0.673  S103 1.458
56 C 1.126 4.822 -4.134  H37 1.090, C71 1.543, Cl77 1.788, H114 1.090
57 S 5.945 -2.018 3.878  O36 1.440, C46 1.814, O47 1.495, O54 1.723
58 H -5.219 2.340 3.452  C109 1.090
59 S -5.979 0.784 -3.357  O16 1.413, O53 1.454, C86 1.936, O96 1.682
60 H 4.035 3.123 4.839  C3 1.090
61 H 4.343 -2.500 -3.882  C22 1.090
62 H -2.235 -1.931 -4.856  C30 1.090
63 H -1.484 -0.188 2.558  C111 1.090
64 H 2.947 -0.674 2.973  C110 1.090
65 H -0.664 3.164 2.199  C7 1.090
66 H 0.047 0.181 -1.249  C1 1.090
67 C -3.900 4.907 2.466  C24 1.536, H42 1.090, H69 1.090, O79 1.439
68 Cl 0.302 -0.705 4.827  C39 1.790
69 H -4.026 5.430 1.518  C67 1.090
70 C 5.861 -2.991 -1.402  H32 1.090, O92 1.439, C107 1.498, H115 1.090
71 C 1.005 3.288 -4.026  C56 1.543, Cl74 1.741, H90 1.090, H93 1.090
72 H 6.907 -4.082 4.647  C46 1.090
73 H 5.330 -3.189 0.632  C107 1.090
74 Cl 0.190 2.759 -2.581  C71 1.741
75 C -3.918 2.495 -3.568  H23 1.090, C40 1.576, H89 1.090, O96 1.444
76 H 1.580 4.835 4.849  C95 1.090
77 Cl -0.319 5.760 -4.615  C56 1.788
78 H -4.024 -5.535 -2.885  C106 1.090
79 O -3.134 3.723 2.183  C67 1.439, S103 1.665
80 H 6.665 -2.044 0.290  C107 1.090
81 C -0.601 -2.839 -6.048  Cl29 1.803, C30 1.548, H45 1.090, H112 1.090
82 H -2.587 4.102 -2.774  C40 1.090
83 H -0.287 3.035 3.974  C7 1.090
84 H 4.930 -0.544 0.632  C38 1.090
85 H 1.640 3.506 5.981  C95 1.090
86 C -5.320 0.398 -1.579  H2 1.090, H5 1.090, H43 1.090, S59 1.936
87 H -1.990 -1.196 -6.463  C30 1.090
88 Cl 1.207 -1.770 -1.707  C1 1.762
89 H -3.680 2.811 -4.584  C75 1.090
90 H 2.009 2.864 -3.981  C71 1.090
91 H -3.821 1.122 3.323  C109 1.090
92 O 4.999 -4.120 -1.629  S19 1.617, C70 1.439
93 H 0.450 2.887 -4.873  C71 1.090
94 H 6.732 -4.019 2.906  C46 1.090
95 C 2.259 4.154 5.361  C3 1.584, H13 1.090, H76 1.090, H85 1.090
96 O -5.351 2.339 -3.487  S59 1.682, C75 1.444
97 H 4.516 0.136 2.829  C110 1.090
98 H -4.260 -6.796 -0.068  C4 1.090
99 H 3.026 -3.266 -2.848  C22 1.090
100 H 3.223 0.040 0.726  C38 1.090
101 H -1.376 -2.312 -0.116  C17 1.090
102 H 3.236 -3.650 -4.614  C22 1.090
103 S -3.917 2.496 1.375  O55 1.458, O79 1.665, O108 1.460, C109 1.831
104 H 0.275 4.316 2.913  C7 1.090
105 O 4.212 -6.021 -3.093  S19 1.483
106 C -4.201 -6.325 -2.155  C4 1.539, Cl12 1.846, H26 1.090, H78 1.090
107 C 6.233 -3.015 0.048  H21 1.090, C70 1.498, H73 1.090, H80 1.090
108 O -3.011 1.528 0.762  S103 1.460
109 C -4.636 1.657 2.834  H31 1.090, H58 1.090, H91 1.090, S103 1.831
110 C 3.948 -0.751 2.549  C38 1.560, O54 1.446, H64 1.090, H97 1.090
111 C -1.803 -1.099 3.064  H28 1.090, C39 1.567, Cl51 1.840, H63 1.090
112 H -1.241 -3.608 -6.481  C81 1.090
113 H -3.345 5.127 4.572  C24 1.090
114 H 1.409 5.181 -3.145  C56 1.090
115 H 6.720 -3.009 -2.073  C70 1.090